Formula: C21H33BrINO7P
Source: the Open Molecules 2025 dataset
Level of theory: the ωB97M-V functional and the def2-TZVPD basis

Calculated values
Orbital gap ... 1.8 eV
Strongest force on any atom ... 0.06936 Eh/bohr
LUMO energy ... -0.401 eV
Charge ... -1
Molar mass ... 649.277 g mol⁻¹

CARTESIAN COORDINATES (ANGSTROEM)
C (-1.79782, 7.57635, -0.93230)
C (-1.60165, 6.13980, -1.59979)
C (-3.00380, 5.43550, -1.89189)
C (-3.00644, 3.98058, -1.22455)
C (-2.39341, 2.86388, -2.20047)
C (-0.84132, 2.64081, -1.92617)
C (-0.25669, 1.34303, -2.62544)
C (0.17807, 0.20549, -1.62447)
C (1.60892, 0.46727, -0.95349)
C (1.51883, 0.35096, 0.62153)
C (2.31213, -0.87964, 1.24202)
N (1.32678, -1.69912, 2.01358)
C (0.86499, -1.20491, 3.27932)
I (1.58917, 0.64807, 4.14967)
C (-0.14418, -1.93569, 4.08760)
Br (-0.77082, -1.21315, 5.79203)
C (-0.66417, -3.22033, 3.54799)
C (-1.74912, -3.98615, 4.34633)
O (-2.84299, -3.50945, 4.56818)
O (-1.46971, -5.26535, 4.85123)
C (-0.15121, -3.75347, 2.22204)
P (-0.66880, -5.33034, 1.36574)
C (-1.32471, -4.72655, -0.31703)
O (-2.01886, -6.04274, 2.09389)
C (0.85056, -2.93125, 1.52350)
O (1.35063, -3.41441, 0.29910)
C (2.64117, -4.04806, 0.61034)
C (2.72719, -5.54525, 0.11657)
H (-0.84099, 8.16487, -1.03007)
H (-1.96829, 7.41575, 0.17186)
H (-2.67420, 8.06115, -1.44000)
H (-0.95432, 5.54651, -0.89450)
H (-1.03963, 6.23234, -2.57611)
H (-3.86868, 6.03963, -1.47595)
H (-3.14601, 5.39746, -3.00893)
H (-4.09742, 3.74680, -1.02019)
H (-2.38319, 4.01787, -0.29111)
H (-2.58554, 3.25859, -3.24851)
H (-2.99344, 1.91457, -2.11917)
H (-0.70410, 2.60574, -0.81043)
H (-0.32938, 3.56823, -2.32362)
H (-1.09940, 0.91912, -3.26098)
H (0.56148, 1.62592, -3.34712)
H (-0.63452, 0.07374, -0.85199)
H (0.26213, -0.75936, -2.20653)
H (2.43240, -0.13140, -1.42288)
H (1.84669, 1.55289, -1.18242)
H (0.44483, 0.32609, 0.96783)
H (1.95722, 1.28919, 1.08638)
H (3.13484, -0.59338, 1.94912)
H (2.77262, -1.45265, 0.39752)
H (-0.70746, -5.55992, 4.30543)
H (-2.13399, -5.39685, -0.71213)
H (-1.65188, -3.64513, -0.24251)
H (-0.46243, -4.74856, -1.03459)
H (-2.84686, -5.56251, 1.89270)
H (2.86686, -3.96328, 1.71732)
H (3.49467, -3.49609, 0.10320)
H (3.53381, -6.06022, 0.72588)
H (1.77391, -6.11193, 0.28732)
H (3.09042, -5.56018, -0.94555)
C (4.20270, 2.04401, -2.38681)
O (4.83688, 1.02693, -2.05114)
O (4.00532, 3.05593, -1.64224)
O (3.64221, 2.21226, -3.51415)

Cartesian forces (eV/Å) of the 2 atoms listed first:
C 0.539 -1.068 -0.264
C -0.257 0.799 -0.090

These are the Mulliken partial charges, in e, on atoms 1 to 2:
1. C -1.2419
2. C -0.3034